Computed, not measured: the ion C2H8N with charge +1 in a non-equilibrium geometry, with the ωB97M-V functional and the def2-TZVPD basis.

Geometry as XYZ:
```
11
C2H8N | the Open Molecules 2025 dataset | the ωB97M-V functional and the def2-TZVPD basis
C 1.14901 -0.73103 -0.02206
C -0.47476 -0.34955 -0.33863
N -0.64921 1.01757 0.16873
H 1.91636 -0.35942 -0.76576
H 0.99529 -0.43080 1.04842
H 1.14623 -1.76090 -0.07020
H -0.95753 -0.99366 0.39106
H -1.05147 -0.47233 -1.30434
H -0.69806 1.08168 1.18130
H -1.52907 1.43241 -0.14982
H 0.15321 1.56604 -0.13869
```

As for the HOMO energy: -17.175 eV. The total energy comes out at -3685.9780 eV. Its total charge is +1. The SMILES is CC[NH3+]. The calculation puts the LUMO energy at -3.942 eV.